[1]
Below is a 6-piece molecular cluster, C45H57N6O2 overall in a non-equilibrium geometry, with properties calculated with wB97M-V/def2-TZVPD.

The value obtained for the HOMO energy (alpha / beta) is -8.283 / -8.283 eV. The energy comes out at -60620.3165 eV. As for the HOMO-LUMO gap (alpha / beta): 9.03 / 8.45 eV. As for the expectation value of S²: 0.754. The spin multiplicity is 2.

CARTESIAN COORDINATES (ANGSTROEM)
C -3.027 1.844 2.926
C -1.550 1.321 2.860
C -0.443 1.875 3.618
C 0.915 1.317 3.550
C 1.137 0.179 2.653
C 2.566 -0.476 2.543
C 3.727 0.494 3.062
C 2.529 -1.722 3.559
C 0.074 -0.404 1.833
O 0.265 -1.463 0.950
C 0.447 -1.020 -0.415
C -0.906 -0.673 -1.162
C -1.080 -1.434 -2.535
C -2.358 -1.039 -3.368
C -3.618 -1.911 -2.925
C -2.049 -1.504 -4.871
N -2.628 0.418 -3.446
O -3.823 0.675 -3.885
C -2.414 1.131 -2.163
C -2.471 2.694 -2.513
C -3.527 0.907 -1.070
C -1.010 0.890 -1.502
C -1.262 0.187 1.985
H -3.542 1.477 3.852
H -3.082 2.953 2.805
H -3.558 1.399 2.038
H -0.597 2.743 4.298
H 1.723 1.783 4.154
H 2.758 -0.790 1.487
H 4.695 0.062 2.702
H 3.617 1.530 2.635
H 3.731 0.532 4.185
H 3.558 -2.019 3.892
H 1.942 -2.587 3.140
H 1.942 -1.381 4.459
H 1.031 -1.832 -0.930
H 1.080 -0.093 -0.389
H -1.729 -1.019 -0.487
H -0.147 -1.285 -3.158
H -1.117 -2.532 -2.311
H -3.325 -2.849 -2.382
H -4.396 -1.333 -2.374
H -4.117 -2.267 -3.873
H -2.024 -2.628 -4.868
H -1.043 -1.064 -5.154
H -2.861 -1.092 -5.526
H -3.562 2.951 -2.610
H -2.016 2.891 -3.514
H -2.039 3.314 -1.691
H -4.495 1.335 -1.454
H -3.259 1.545 -0.179
H -3.658 -0.150 -0.737
H -0.849 1.472 -0.559
H -0.197 1.080 -2.260
H -2.125 -0.233 1.415
N 2.800 0.279 6.747
C 2.895 1.388 7.490
C 3.308 1.399 8.813
C 3.640 0.191 9.406
C 3.549 -0.973 8.659
C 3.130 -0.872 7.343
H 2.621 2.308 6.986
H 3.366 2.326 9.362
H 3.965 0.157 10.439
H 3.799 -1.935 9.086
H 3.046 -1.755 6.716
N 0.847 -0.395 -6.781
C 2.063 0.115 -6.554
C 2.672 1.052 -7.374
C 1.986 1.485 -8.497
C 0.725 0.970 -8.755
C 0.204 0.040 -7.870
H 2.562 -0.257 -5.665
H 3.658 1.432 -7.138
H 2.428 2.215 -9.164
H 0.159 1.284 -9.624
H -0.780 -0.389 -8.028
N 1.512 3.840 9.458
C 1.810 5.142 9.519
C 1.238 6.023 10.423
C 0.299 5.529 11.315
C -0.028 4.183 11.270
C 0.605 3.386 10.330
H 2.547 5.483 8.799
H 1.519 7.068 10.428
H -0.172 6.186 12.037
H -0.756 3.761 11.950
H 0.385 2.326 10.258
N -0.091 -5.535 2.814
C 0.312 -6.806 2.920
C 1.205 -7.408 2.046
C 1.707 -6.652 0.999
C 1.302 -5.334 0.866
C 0.408 -4.825 1.796
H -0.110 -7.357 3.753
H 1.498 -8.440 2.183
H 2.406 -7.087 0.293
H 1.673 -4.713 0.061
H 0.066 -3.797 1.735
N -1.103 1.124 -11.889
C -0.786 0.281 -12.878
C -1.666 -0.646 -13.414
C -2.949 -0.708 -12.894
C -3.301 0.153 -11.867
C -2.347 1.045 -11.405
H 0.230 0.366 -13.250
H -1.355 -1.301 -14.217
H -3.666 -1.421 -13.284
H -4.293 0.133 -11.435
H -2.577 1.742 -10.605

=====

[2]
Below is C45H57N6P4Re as an isolated structure in a non-equilibrium geometry, with properties calculated with wB97M-V/def2-TZVPD.

The value obtained for the HOMO energy (alpha / beta) is -15.753 / -15.752 eV. The energy comes out at -95792.2878 eV. The energy relative to the best compared isomer or geometry (same formula, charge and spin) is 2.641 eV. As for the HOMO-LUMO gap (alpha / beta): 5.41 / 5.35 eV. As for the expectation value of S²: 0.866. The spin multiplicity is 2. The charge is +3.

CARTESIAN COORDINATES (ANGSTROEM)
Re -0.054 -0.122 -0.095
C 3.549 -3.349 -3.362
C 2.211 -3.136 -3.661
C 1.501 -2.131 -3.022
C 2.132 -1.319 -2.087
C 3.480 -1.547 -1.776
C 4.176 -2.564 -2.400
N 1.466 -0.202 -1.514
C 2.083 1.008 -1.776
C 2.961 1.229 -2.855
C 3.515 2.472 -3.049
C 3.225 3.532 -2.181
C 2.358 3.342 -1.128
C 1.778 2.086 -0.931
N 0.996 1.747 0.188
N 0.994 2.636 1.091
C 0.859 2.535 2.450
C 1.096 3.726 3.154
C 1.248 3.667 4.528
C 1.167 2.430 5.149
C 0.860 1.311 4.375
N 0.685 1.355 3.064
H 4.102 -4.114 -3.889
H 1.719 -3.736 -4.414
H 0.473 -1.933 -3.284
H 3.964 -0.909 -1.045
H 5.216 -2.732 -2.154
H 3.161 0.433 -3.559
H 4.161 2.644 -3.898
H 3.681 4.499 -2.340
H 2.093 4.149 -0.461
H 1.181 4.658 2.613
H 1.436 4.563 5.102
H 1.324 2.331 6.214
H 0.746 0.335 4.837
C -1.877 1.572 3.204
P -1.396 0.240 2.024
C -3.110 -0.107 1.501
C -0.980 -1.224 3.035
C -1.884 -1.697 3.983
C -1.612 -2.850 4.707
C -0.408 -3.512 4.526
C 0.512 -3.037 3.602
C 0.227 -1.909 2.834
P 1.350 -1.422 1.481
C 2.075 -3.010 0.951
C 2.898 -0.689 2.120
H -2.947 1.492 3.377
H -1.656 2.557 2.794
H -1.354 1.465 4.151
H -3.668 -0.573 2.310
H -3.111 -0.747 0.635
H -3.594 0.836 1.257
H -2.811 -1.169 4.169
H -2.347 -3.231 5.403
H -0.185 -4.402 5.099
H 1.450 -3.563 3.481
H 1.335 -3.795 0.865
H 2.816 -3.306 1.694
H 2.585 -2.892 -0.003
H 3.181 -1.229 3.025
H 2.826 0.362 2.340
H 3.664 -0.848 1.359
C -0.664 1.867 -3.066
P -1.576 0.739 -1.965
C -1.735 -0.740 -3.036
N -1.692 -0.532 -4.324
C -1.718 -1.555 -5.195
C -1.583 -1.360 -6.584
C -1.562 -2.442 -7.416
C -1.681 -3.760 -6.909
C -1.825 -3.983 -5.570
C -1.835 -2.888 -4.681
N -1.889 -3.069 -3.351
C -1.832 -2.065 -2.518
P -1.576 -2.491 -0.727
C -0.382 -3.853 -0.981
C -3.110 -3.578 -0.223
C -2.603 -4.527 0.876
C -4.289 -2.801 0.356
C -3.630 -4.372 -1.418
C -3.324 1.487 -2.046
C -3.607 2.018 -3.456
C -3.337 2.650 -1.044
C -4.387 0.441 -1.720
H -1.209 1.978 -3.997
H 0.318 1.467 -3.292
H -0.546 2.840 -2.587
H -1.492 -0.350 -6.962
H -1.452 -2.296 -8.482
H -1.660 -4.593 -7.598
H -1.927 -4.981 -5.165
H -0.800 -4.581 -1.672
H -0.198 -4.336 -0.027
H 0.547 -3.466 -1.386
H -1.963 -4.019 1.604
H -2.075 -5.387 0.468
H -3.467 -4.910 1.421
H -4.059 -2.393 1.334
H -5.109 -3.506 0.501
H -4.661 -2.020 -0.306
H -2.855 -4.898 -1.967
H -4.188 -3.744 -2.112
H -4.318 -5.126 -1.029
H -3.135 2.982 -3.640
H -4.685 2.161 -3.542
H -3.318 1.317 -4.238
H -2.442 3.269 -1.135
H -3.396 2.296 -0.016
H -4.202 3.286 -1.236
H -4.408 -0.343 -2.479
H -5.365 0.925 -1.718
H -4.246 -0.010 -0.746